{"formula": "C38H90F6Mg2O24S2", "method": "wB97M-V/def2-TZVPD", "charge": 2, "multiplicity": 1, "orbital_gap_ev": 6.5052, "largest_force_ev_per_a": 4.63, "elements": ["Mg", "Mg", "C", "F", "F", "F", "S", "O", "O", "O", "C", "F", "F", "F", "S", "O", "O", "O", "C", "O", "C", "C", "O", "C", "H", "H", "H", "H", "H", "H", "H", "H", "H", "H", "C", "O", "C", "C", "O", "C", "H", "H", "H", "H", "H", "H", "H", "H", "H", "H", "C", "O", "C", "C", "O", "C", "H", "H", "H", "H", "H", "H", "H", "H", "H", "H", "C", "O", "C", "C", "O", "C", "H", "H", "H", "H", "H", "H", "H", "H", "H", "H", "C", "O", "C", "C", "O", "C", "H", "H", "H", "H", "H", "H", "H", "H", "H", "H", "C", "O", "C", "C", "O", "C", "H", "H", "H", "H", "H", "H", "H", "H", "H", "H", "C", "O", "C", "C", "O", "C", "H", "H", "H", "H", "H", "H", "H", "H", "H", "H", "C", "O", "C", "C", "O", "C", "H", "H", "H", "H", "H", "H", "H", "H", "H", "H", "C", "O", "C", "C", "O", "C", "H", "H", "H", "H", "H", "H", "H", "H", "H", "H"], "xyz": [[-9.123, 11.238, 16.066], [-6.021, 12.825, 13.626], [-5.123, 8.919, 15.854], [-4.411, 7.930, 15.193], [-5.708, 8.390, 16.904], [-4.243, 9.890, 16.258], [-6.438, 9.787, 14.665], [-7.657, 10.174, 15.397], [-5.779, 11.046, 14.231], [-6.604, 8.858, 13.497], [-6.917, 14.923, 17.799], [-7.340, 14.823, 19.134], [-7.700, 15.698, 17.100], [-5.759, 15.588, 17.691], [-6.661, 13.191, 16.891], [-5.960, 13.378, 15.613], [-5.882, 12.393, 17.823], [-7.960, 12.528, 16.756], [0.291, 5.250, 19.573], [-0.678, 4.928, 18.643], [-1.103, 5.914, 17.779], [-2.327, 5.314, 17.048], [-1.849, 4.635, 15.912], [-2.858, 3.857, 15.269], [0.619, 4.436, 20.220], [-0.139, 5.987, 20.252], [1.183, 5.685, 19.123], [-0.375, 6.125, 16.995], [-1.418, 6.807, 18.319], [-3.048, 6.030, 16.653], [-2.694, 4.508, 17.682], [-3.601, 4.573, 14.918], [-3.414, 3.107, 15.830], [-2.422, 3.301, 14.439], [-1.334, 9.086, 15.519], [-0.864, 10.373, 15.844], [-1.225, 10.743, 17.194], [-0.794, 12.217, 17.340], [-1.732, 13.081, 16.769], [-2.794, 13.618, 17.499], [-2.409, 8.944, 15.413], [-1.015, 8.357, 16.263], [-0.952, 8.627, 14.607], [-0.700, 10.213, 17.988], [-2.247, 10.534, 17.507], [0.181, 12.372, 16.878], [-0.726, 12.518, 18.386], [-2.688, 14.700, 17.569], [-2.828, 13.273, 18.532], [-3.802, 13.315, 17.215], [-10.879, 13.966, 16.769], [-10.643, 12.591, 16.256], [-11.857, 12.105, 15.694], [-11.860, 10.643, 15.232], [-10.548, 10.187, 14.973], [-10.495, 9.056, 14.105], [-10.048, 14.594, 17.088], [-11.481, 13.927, 17.677], [-11.368, 14.505, 15.958], [-12.149, 12.726, 14.847], [-12.667, 12.319, 16.391], [-12.463, 10.479, 14.339], [-12.407, 10.033, 15.951], [-10.960, 9.360, 13.167], [-11.159, 8.287, 14.499], [-9.467, 8.696, 14.114], [-5.848, 4.732, 7.150], [-6.517, 3.748, 7.894], [-7.737, 4.119, 8.550], [-7.395, 5.134, 9.661], [-6.917, 6.459, 9.216], [-6.916, 7.342, 10.351], [-5.475, 5.634, 7.635], [-6.527, 5.111, 6.387], [-4.896, 4.376, 6.755], [-8.218, 3.241, 8.981], [-8.469, 4.606, 7.906], [-6.750, 4.685, 10.417], [-8.345, 5.293, 10.171], [-7.908, 7.362, 10.802], [-6.770, 8.342, 9.944], [-6.281, 7.005, 11.170], [-3.205, 8.039, 12.353], [-2.459, 9.077, 11.643], [-1.159, 8.717, 11.165], [-0.630, 9.869, 10.406], [-0.779, 11.085, 11.180], [-0.176, 12.365, 10.763], [-2.710, 7.825, 13.301], [-3.128, 7.100, 11.805], [-4.253, 8.270, 12.539], [-1.194, 7.871, 10.478], [-0.437, 8.486, 11.949], [-1.175, 10.023, 9.474], [0.404, 9.600, 10.188], [0.790, 12.542, 11.236], [-0.762, 13.259, 10.978], [0.063, 12.439, 9.702], [-7.088, 5.302, 14.207], [-8.221, 5.651, 14.860], [-8.805, 4.547, 15.566], [-10.190, 4.863, 16.076], [-10.666, 3.779, 16.853], [-10.759, 2.471, 16.368], [-7.346, 4.726, 13.318], [-6.496, 4.640, 14.839], [-6.447, 6.171, 14.058], [-8.141, 4.215, 16.364], [-8.857, 3.696, 14.887], [-10.952, 4.919, 15.299], [-10.303, 5.812, 16.602], [-9.781, 1.991, 16.345], [-11.123, 2.572, 15.345], [-11.438, 1.877, 16.978], [-5.532, 10.905, 11.409], [-5.796, 12.230, 11.818], [-6.469, 12.940, 10.769], [-5.429, 13.330, 9.659], [-4.781, 14.554, 10.171], [-3.580, 14.904, 9.544], [-4.602, 10.970, 10.846], [-6.224, 10.432, 10.712], [-5.255, 10.178, 12.173], [-6.838, 13.896, 11.140], [-7.382, 12.547, 10.322], [-5.846, 13.454, 8.659], [-4.843, 12.418, 9.546], [-2.896, 14.057, 9.499], [-3.089, 15.658, 10.159], [-3.689, 15.293, 8.531], [-6.788, 11.047, 21.067], [-7.710, 9.926, 20.894], [-7.039, 8.740, 20.455], [-7.860, 7.423, 20.648], [-9.204, 7.808, 20.329], [-10.055, 6.657, 20.605], [-5.929, 11.022, 20.396], [-6.452, 11.047, 22.104], [-7.334, 11.980, 20.926], [-6.048, 8.577, 20.878], [-6.814, 8.815, 19.391], [-7.632, 6.942, 21.599], [-7.543, 6.668, 19.928], [-10.306, 6.683, 21.665], [-9.570, 5.708, 20.375], [-11.003, 6.564, 20.074], [-3.115, 11.927, 13.655], [-4.047, 12.917, 13.787], [-3.501, 14.076, 13.171], [-4.404, 15.294, 13.463], [-5.765, 14.792, 13.097], [-6.616, 15.976, 12.886], [-3.371, 10.941, 14.043], [-2.142, 12.290, 13.988], [-3.029, 11.734, 12.586], [-3.324, 13.921, 12.106], [-2.498, 14.338, 13.506], [-4.079, 16.145, 12.865], [-4.347, 15.558, 14.519], [-7.659, 15.660, 12.892], [-6.335, 16.396, 11.921], [-6.542, 16.605, 13.774]], "forces_ev_per_a": [[-0.5, -0.4, -0.1], [1.0, 1.1, 1.0], [1.6, 0.2, -0.1], [-1.8, 2.0, 0.9], [-0.1, 0.2, -0.5], [-1.6, -1.4, -0.7], [0.9, -1.4, -4.0], [0.3, -1.2, 0.1], [-0.6, -2.0, 1.2], [-0.1, 2.0, 3.7], [1.0, 0.2, 0.8], [1.0, -0.1, -3.4], [-2.2, -0.1, -0.3], [0.4, -1.3, 1.1], [2.9, -2.3, 2.8], [-1.7, 1.2, 0.4], [-0.5, 1.6, -0.6], [-1.2, 1.5, -0.6], [0.5, 1.3, 0.8], [-0.1, -1.9, 0.0], [-1.4, -0.2, -0.8], [1.1, -0.7, -0.2], [0.3, -1.3, -0.8], [0.2, 0.7, -0.4], [-0.4, -0.5, -0.5], [0.1, 0.4, 0.3], [0.2, 0.1, -0.2], [0.4, 0.4, 0.1], [0.2, 0.4, 0.1], [-0.4, 0.3, 0.7], [-0.8, 0.6, 0.5], [-0.4, 0.0, -0.5], [0.3, 0.1, 0.9], [0.2, 0.4, 0.0], [0.1, -1.4, 0.2], [-1.0, -0.4, 0.6], [1.3, 0.9, 0.1], [-1.2, -0.6, 0.9], [-0.4, 0.7, -1.9], [0.0, -0.2, 1.4], [0.0, 0.7, 0.2], [0.0, 0.0, 0.4], [0.6, 0.9, -0.3], [0.8, -0.6, -0.4], [-0.5, 0.4, -0.8], [-0.1, -0.1, -0.2], [0.3, -0.4, 0.4], [-0.2, 0.1, -0.3], [0.6, -0.2, 0.4], [0.3, 0.1, -1.0], [-0.4, 0.1, 0.0], [0.6, 0.3, 0.4], [-1.5, 0.7, -0.8], [-0.9, -0.1, 0.5], [0.8, 1.1, 1.1], [-0.6, -0.6, 0.2], [0.9, -1.0, -0.5], [-0.4, -0.4, -0.3], [-0.2, 0.0, 0.2], [0.5, 0.2, -0.3], [0.0, -0.6, 0.3], [0.1, 0.7, -0.3], [0.6, -0.4, 0.5], [0.7, -0.1, -0.4], [0.2, -0.2, 0.2], [-0.2, 0.1, -0.5], [0.1, 1.0, -0.6], [-0.4, -0.8, 0.6], [2.0, 1.8, 0.1], [-0.9, 0.4, -0.1], [-0.4, -1.3, 1.4], [-1.0, -0.6, -0.9], [-0.6, -0.1, 1.0], [0.2, -0.1, -0.5], [-0.5, -0.9, -0.4], [0.4, -0.1, 0.0], [0.1, 0.0, -0.6], [0.6, 0.1, -0.2], [-0.3, 0.3, 0.3], [-0.4, 0.0, 0.0], [0.6, -0.1, 0.3], [0.7, 0.3, -0.2], [1.9, -0.1, -0.6], [-1.1, -0.7, 0.6], [-1.0, 0.0, 0.7], [0.2, 2.0, -0.5], [0.4, 1.2, 0.1], [0.6, -1.4, -0.4], [0.0, 0.2, 0.2], [-0.3, -0.1, -0.3], [0.2, 0.5, -0.4], [-0.1, -0.3, 0.0], [-0.3, -0.1, 0.5], [0.0, -0.2, -0.2], [0.3, 0.4, -0.2], [0.0, -0.4, 0.4], [-0.7, -0.5, 0.4], [-0.3, -0.5, -0.3], [1.6, -1.0, -0.2], [-2.4, 0.8, 1.7], [0.4, 0.4, -0.8], [-1.0, -1.4, -0.7], [0.1, 1.1, 2.7], [0.4, 0.5, -1.2], [0.4, 0.2, -0.5], [0.3, -0.3, 0.1], [-0.3, 0.1, -0.6], [0.0, 0.2, 0.4], [-0.2, -0.1, -0.2], [0.4, 0.4, -1.0], [0.4, -0.3, 0.6], [0.1, -0.2, 0.0], [-0.3, -0.7, -0.3], [0.0, 0.3, 0.0], [2.5, -1.7, -1.4], [-2.4, -0.2, -0.9], [0.7, 2.4, -1.9], [-0.6, 0.5, 1.4], [-1.2, -1.9, -0.5], [0.9, -0.1, -0.2], [0.1, -0.2, -0.2], [-0.7, 0.5, 0.4], [-0.6, 0.8, 0.3], [0.3, 0.0, 0.5], [0.3, -1.3, 0.3], [-0.4, 0.5, 0.1], [1.1, 0.5, 0.1], [0.1, -0.2, -0.1], [-0.2, 0.1, 0.0], [-0.3, 0.1, -0.1], [-0.8, -0.8, 0.5], [1.2, 0.0, -0.2], [-0.1, -0.7, -0.4], [0.1, 2.0, -0.8], [-0.5, -2.1, 0.4], [0.2, 0.1, 0.5], [-0.1, -0.1, -0.2], [0.3, -0.1, 0.0], [-0.2, -0.2, -0.2], [0.1, 0.3, 0.7], [-0.2, 0.3, -0.4], [-0.9, 0.4, 0.6], [0.3, 0.1, -0.4], [0.1, -0.2, 0.1], [0.4, 0.0, 0.1], [0.1, 1.0, -0.4], [2.1, -2.2, -1.6], [-0.5, 2.4, 0.7], [0.1, 1.8, 0.0], [0.1, -2.4, -0.6], [0.4, 2.1, 0.5], [-0.1, -1.3, 0.5], [-0.2, 0.6, 0.7], [0.0, -0.4, 0.4], [0.5, -0.2, -0.3], [-0.7, -0.2, -0.2], [0.1, -0.4, 0.8], [-0.4, -0.1, -0.2], [-0.4, -0.1, 0.1], [0.0, -0.2, -0.4], [-0.1, 0.4, 0.3], [0.4, 0.4, -0.4]]}